No. 1
This record from OMol25 describes a molecular structure, C35H45NO6PdSi4. The level of theory is the ωB97M-V functional and the def2-TZVPD basis.

Atoms and positions in Å:
Pd  -0.2989  0.4952  -1.4801
C  3.5402  -0.3428  -2.4332
O  2.3965  0.3773  -2.0295
Si  2.2914  2.0464  -1.9790
C  3.5190  2.6563  -0.6490
C  3.1959  2.6346  -3.5566
C  0.5404  2.6061  -1.7981
Si  -0.4445  2.4554  -3.3789
C  -0.2281  0.8744  -4.4555
C  -2.3153  2.8395  -3.3317
C  0.1751  3.8600  -4.5400
Si  -0.1504  2.6229  -0.0611
C  0.3078  4.3500  0.6562
C  -1.9946  2.4797  0.4237
C  0.6940  1.5428  1.3568
H  4.3121  -0.3371  -1.6522
H  3.9742  0.0722  -3.3509
H  3.2429  -1.3762  -2.6252
H  4.5385  2.3512  -0.9073
H  3.3022  2.2624  0.3452
H  3.5043  3.7472  -0.5887
H  4.2402  2.3051  -3.5409
H  3.1953  3.7251  -3.6111
H  2.7350  2.2458  -4.4670
H  -0.3289  -0.0323  -3.8506
H  0.7730  0.8588  -4.8976
H  -0.9634  0.8208  -5.2638
H  -2.9014  1.9431  -3.5337
H  -2.5461  3.5801  -4.1026
H  -2.6294  3.2504  -2.3708
H  1.2277  3.7497  -4.8024
H  0.0594  4.8277  -4.0431
H  -0.4013  3.8830  -5.4727
H  -0.2706  5.1309  0.1555
H  1.3670  4.5673  0.4934
H  0.1077  4.4149  1.7341
H  -2.6317  3.0243  -0.2771
H  -2.1464  2.9172  1.4183
H  -2.3284  1.4430  0.4393
H  1.7164  1.8664  1.5575
H  0.2557  -0.0365  0.0507
H  0.1399  1.6648  2.2897
O  -5.9211  -4.1912  -1.2029
C  -6.0770  -2.9545  -1.1874
O  -7.1208  -2.2773  -1.0624
C  -4.7648  -2.1190  -1.2786
C  -4.8155  -0.7413  -1.4652
C  -3.6371  -0.0194  -1.5254
N  -2.4255  -0.5671  -1.4131
C  -2.3667  -1.8964  -1.2365
C  -3.5083  -2.6905  -1.1728
C  -0.9949  -2.5475  -1.0700
O  -0.9287  -3.7805  -1.0824
O  -0.0119  -1.7560  -0.8814
H  -5.7796  -0.2571  -1.5455
H  -3.6597  1.0563  -1.6445
H  -3.3875  -3.7547  -1.0296
O  0.7358  0.1125  1.0314
Si  0.6179  -1.1996  2.1728
C  1.9618  -2.4200  1.7342
C  2.5602  -2.4161  0.4748
C  3.5620  -3.3223  0.1670
C  3.9813  -4.2535  1.1084
C  3.3859  -4.2769  2.3632
C  2.3897  -3.3660  2.6716
C  -1.0868  -1.9184  2.0412
C  -2.2327  -1.1186  2.1148
C  -3.4941  -1.6671  1.9619
C  -3.6383  -3.0285  1.7328
C  -2.5112  -3.8349  1.6460
C  -1.2503  -3.2844  1.7971
C  0.9897  -0.3993  3.8199
C  0.0364  -0.3283  4.8426
C  0.3536  0.1688  6.0938
C  1.6495  0.5846  6.3751
C  2.6180  0.4987  5.3808
C  2.2953  0.0101  4.1299
H  2.1925  -1.7230  -0.2717
H  4.0103  -3.3112  -0.8191
H  4.7637  -4.9611  0.8617
H  3.7076  -5.0065  3.0974
H  1.9307  -3.3832  3.6563
H  -2.1367  -0.0466  2.2626
H  -4.3698  -1.0308  1.9882
H  -4.6224  -3.4552  1.5888
H  -2.6143  -4.8878  1.4175
H  -0.3707  -3.9065  1.6809
H  -0.9740  -0.6648  4.6348
H  -0.4090  0.2390  6.8605
H  1.9000  0.9640  7.3574
H  3.6334  0.8152  5.5888
H  3.0615  -0.0529  3.3640

The value obtained for the HOMO-LUMO gap is 5.41 eV. As for the net charge: -2. As for the spin multiplicity: 1. The LUMO energy comes out at 3.809 eV.

***

No. 2
This record from OMol25 describes a molecular structure, C7H6N4OS4Te4W. The level of theory is the ωB97M-V functional and the def2-TZVPD basis.

Atoms and positions in Å:
W  0.3069  -0.0051  -0.2795
N  -2.3382  1.2745  3.1089
C  -2.2123  1.1729  1.7857
O  -1.2200  1.6893  1.1910
C  -3.0450  0.2303  0.9462
C  -2.0792  -0.1913  -0.2210
H  -1.5618  1.6637  3.6504
H  -2.9666  0.6720  3.6199
H  -3.9618  0.7279  0.5986
H  -3.3378  -0.6336  1.5616
H  -2.2235  0.5799  -1.0618
H  -2.5059  -1.1360  -0.6592
Te  1.1668  0.4350  2.0115
Te  1.6206  0.1724  4.6423
Te  0.1053  -2.9158  3.8681
Te  0.0873  -1.7025  1.4802
S  1.3258  1.9067  0.0158
S  0.2817  1.8381  -1.6924
S  -0.0161  -0.7597  -2.5068
S  0.0398  -2.0704  -0.9897
N  2.3084  -0.5114  -0.6514
C  2.8461  -0.4570  -1.7140
C  3.3549  -0.2363  -2.9457
C  4.2913  -1.0600  -3.5726
N  5.0313  -1.7230  -4.1530
C  2.7804  0.8181  -3.6638
N  2.1984  1.6665  -4.1864

The value obtained for the HOMO-LUMO gap (spin up / spin down) is 4.62 / 4.80 eV. As for the net charge: -2. As for the spin multiplicity: 3. The LUMO energy (spin up / spin down) comes out at 3.641 / 3.672 eV.

***

No. 3
This record from OMol25 describes H3IN2 in the gas phase. The level of theory is the ωB97M-V functional and the def2-TZVPD basis.

Atoms and positions in Å:
N  -0.2730  -0.0968  -0.2837
N  0.7384  0.7835  -0.1492
I  2.7983  -0.0276  -0.0003
H  -0.2517  -0.5543  -1.1882
H  -0.4557  -0.7551  0.4732
H  0.6517  1.2602  0.7462

The value obtained for the HOMO-LUMO gap (spin up / spin down) is 7.50 / 6.70 eV. As for the net charge: 0. As for the spin multiplicity: 3. The LUMO energy (spin up / spin down) comes out at 0.816 / -2.267 eV.

***

No. 4
This record from OMol25 describes 10 unconnected molecules or ions with the total composition C60H150N10. The level of theory is the ωB97M-V functional and the def2-TZVPD basis.

Atoms and positions in Å:
C  -3.8910  -1.8068  -5.0708
C  -4.2826  -2.6876  -6.2229
N  -4.9304  -3.9169  -5.8553
C  -4.0510  -4.8815  -5.0895
C  -2.7380  -5.3049  -5.8118
C  -6.2032  -3.8108  -5.1661
C  -7.2491  -2.9013  -5.8885
H  -3.4362  -0.9362  -5.5435
H  -3.1732  -2.1833  -4.3420
H  -4.6539  -1.4263  -4.3917
H  -5.0587  -2.2308  -6.8369
H  -3.3761  -2.7853  -6.8202
H  -3.8319  -4.2902  -4.2004
H  -4.5712  -5.7663  -4.7226
H  -2.8214  -6.2455  -6.3563
H  -2.1941  -4.5697  -6.4049
H  -2.0867  -5.6136  -4.9942
H  -5.9123  -3.7618  -4.1168
H  -6.6385  -4.7956  -5.3359
H  -7.3209  -3.0711  -6.9628
H  -7.0283  -1.8362  -5.8176
H  -8.2313  -3.2338  -5.5526
C  8.3699  3.0989  -2.7107
C  8.5262  2.5290  -1.2952
N  8.5966  3.4366  -0.1437
C  9.6320  4.5601  -0.1990
C  11.0872  4.1463  -0.1156
C  8.6636  2.5578  1.0410
C  7.5025  1.7952  1.4456
H  9.3186  3.5975  -2.9098
H  7.6354  3.9043  -2.7084
H  8.1134  2.2804  -3.3834
H  7.7770  1.7547  -1.1304
H  9.3783  1.8492  -1.2958
H  9.4272  5.2235  -1.0393
H  9.4639  5.2555  0.6234
H  11.3667  3.8252  0.8878
H  11.4270  3.3362  -0.7608
H  11.6917  5.0259  -0.3369
H  8.6931  3.2044  1.9181
H  9.5195  1.8911  1.1462
H  6.6152  2.4280  1.4300
H  7.4195  1.3980  2.4573
H  7.2605  1.0387  0.6992
C  -0.6044  -2.0427  7.4415
C  -1.8765  -1.2594  7.3069
N  -1.6862  -0.1584  6.3887
C  -2.8590  0.6928  6.3588
C  -2.4816  2.1122  5.8455
C  -1.3550  -0.5217  4.9847
C  -2.3859  -1.4234  4.3454
H  0.2373  -1.3533  7.3747
H  -0.3944  -2.8034  6.6897
H  -0.5228  -2.5500  8.4028
H  -2.8212  -1.8019  7.2705
H  -1.9336  -0.5593  8.1404
H  -3.8351  0.3203  6.0481
H  -3.1071  0.7645  7.4177
H  -3.3036  2.7188  6.2253
H  -1.5529  2.4554  6.3013
H  -2.5488  2.1928  4.7605
H  -0.4713  -1.1587  4.9454
H  -1.0338  0.3534  4.4199
H  -2.4554  -2.4107  4.8019
H  -1.9326  -1.6126  3.3724
H  -3.4171  -1.1421  4.1318
C  -0.4281  8.4136  -1.1212
C  -1.1983  8.1649  0.1442
N  -2.6500  7.9239  0.0311
C  -3.3036  7.7096  1.3702
C  -3.1124  6.2922  1.9293
C  -3.2288  9.0694  -0.6681
C  -2.9692  10.5917  -0.3055
H  -0.9367  9.1654  -1.7247
H  -0.5175  7.5054  -1.7173
H  0.6392  8.4649  -0.9058
H  -0.7652  7.2997  0.6462
H  -0.9982  8.8302  0.9842
H  -2.7825  8.2522  2.1589
H  -4.3406  8.0339  1.2828
H  -2.0853  5.9330  1.9943
H  -3.4674  6.0589  2.9331
H  -3.4872  5.5003  1.2809
H  -4.3142  9.0151  -0.5839
H  -3.0953  8.9512  -1.7435
H  -3.4568  11.0977  -1.1388
H  -1.9518  10.9681  -0.4125
H  -3.3102  10.8540  0.6960
C  2.5587  -5.2790  0.7484
C  1.3991  -4.6049  1.3392
N  0.0350  -5.0405  0.9525
C  -0.9857  -4.6226  1.9786
C  -0.6050  -5.0761  3.3646
C  -0.2898  -4.3251  -0.2991
C  -1.6355  -4.7858  -0.8946
H  2.7549  -4.8629  -0.2398
H  2.4484  -6.3399  0.5238
H  3.4198  -5.2562  1.4164
H  1.5991  -4.7464  2.4013
H  1.4968  -3.5240  1.2384
H  -1.1435  -3.5565  2.1417
H  -1.9373  -5.0914  1.7283
H  -0.0759  -6.0259  3.2876
H  0.0716  -4.4256  3.9188
H  -1.4691  -5.1594  4.0238
H  0.4196  -4.4818  -1.1117
H  -0.4200  -3.2603  -0.1056
H  -2.4228  -4.2353  -0.3795
H  -1.6739  -5.8737  -0.8401
H  -1.6904  -4.3739  -1.9023
C  4.6740  -3.4173  5.3793
C  5.4543  -2.0968  5.2971
N  4.7864  -1.0721  4.5116
C  4.6101  -1.3631  3.0993
C  5.8816  -1.4520  2.2379
C  3.5613  -0.6862  5.1398
C  3.6080  0.9224  5.2032
H  3.9221  -3.2715  6.1549
H  5.3259  -4.1017  5.9222
H  4.3170  -3.9047  4.4720
H  5.8056  -1.8097  6.2882
H  6.4313  -2.3472  4.8836
H  4.1394  -2.3435  3.0257
H  3.8440  -0.6444  2.8084
H  6.5117  -2.3061  2.4860
H  5.6974  -1.5655  1.1696
H  6.4031  -0.5219  2.4640
H  3.6824  -0.8212  6.2146
H  2.6099  -1.1069  4.8141
H  3.7984  1.4636  4.2763
H  4.5140  1.2615  5.7055
H  2.7959  1.2939  5.8281
C  -8.3069  3.9282  -8.2192
C  -6.9445  3.3511  -7.8365
N  -6.9956  2.1145  -7.0053
C  -5.6162  1.7593  -6.5551
C  -5.0134  2.7375  -5.5347
C  -7.6406  0.9533  -7.6227
C  -6.8606  0.3096  -8.7917
H  -8.9108  3.9269  -7.3117
H  -8.6887  3.3009  -9.0247
H  -8.3940  4.9640  -8.5470
H  -6.3565  3.1554  -8.7332
H  -6.4041  4.1551  -7.3367
H  -5.6479  0.7651  -6.1096
H  -4.9796  1.6869  -7.4370
H  -5.0471  3.8012  -5.7701
H  -5.6508  2.7634  -4.6508
H  -3.9774  2.4556  -5.3463
H  -8.5880  1.1740  -8.1144
H  -7.6994  0.1843  -6.8525
H  -7.6115  -0.4119  -9.1135
H  -5.9904  -0.3109  -8.5774
H  -6.7016  0.8838  -9.7044
C  -1.5903  -1.2021  -2.1692
C  -1.5311  -0.0846  -1.1371
N  -0.3907  -0.1763  -0.2286
C  0.9219  0.0277  -0.8773
C  2.1578  -0.0105  -0.0406
C  -0.6422  0.7368  0.8448
C  -0.4413  2.3077  0.6031
H  -2.6503  -1.3112  -2.3986
H  -1.2884  -2.1608  -1.7475
H  -1.0591  -1.0462  -3.1081
H  -1.6113  0.8973  -1.6034
H  -2.3774  -0.3502  -0.5036
H  1.0302  -0.8659  -1.4920
H  0.8358  0.8860  -1.5436
H  2.9791  0.1249  -0.7442
H  2.3851  0.7965  0.6560
H  2.2933  -0.9427  0.5079
H  0.1367  0.6806  1.6052
H  -1.6296  0.5841  1.2806
H  -1.2119  2.6571  -0.0840
H  0.5730  2.5647  0.2975
H  -0.5809  2.9435  1.4773
C  0.9714  -8.7115  0.4607
C  0.0632  -8.7265  -0.8466
N  0.8443  -9.0646  -2.0862
C  0.0589  -9.0459  -3.2877
C  -0.7786  -7.7347  -3.5005
C  1.7214  -10.2555  -2.0994
C  1.1244  -11.7076  -1.7902
H  2.0548  -8.8310  0.4514
H  0.5853  -9.5958  0.9676
H  0.8734  -7.7433  0.9517
H  -0.7667  -9.3828  -0.5845
H  -0.3820  -7.7327  -0.8930
H  0.6643  -9.0140  -4.1935
H  -0.6610  -9.8434  -3.4718
H  -1.3086  -7.6344  -4.4477
H  -1.6670  -7.7567  -2.8693
H  -0.2903  -6.7662  -3.3926
H  2.7406  -10.1219  -1.7369
H  2.1272  -10.4322  -3.0955
H  1.8018  -12.5309  -2.0170
H  0.1847  -11.7248  -2.3422
H  0.9153  -11.7520  -0.7214
C  1.7687  5.4516  1.1043
C  2.4517  5.1639  2.5091
N  1.6876  5.8142  3.5901
C  0.5768  4.9850  4.1165
C  -0.4380  5.8573  4.9176
C  2.5794  6.3645  4.6640
C  3.2478  5.2735  5.4979
H  2.5155  5.1129  0.3862
H  1.4509  6.4920  1.0370
H  0.9299  4.7586  1.0387
H  2.4794  4.0892  2.6893
H  3.4067  5.6858  2.4489
H  -0.0768  4.5225  3.3770
H  0.8625  4.2081  4.8257
H  0.0308  6.4824  5.6776
H  -0.9248  6.4889  4.1745
H  -1.3046  5.3561  5.3487
H  2.0356  6.8786  5.4566
H  3.2522  7.0831  4.1960
H  3.8530  4.4988  5.0272
H  2.5303  4.8002  6.1681
H  3.9944  5.8872  6.0020

The value obtained for the HOMO-LUMO gap is 8.53 eV. As for the net charge: 0. Its SMILES is CCN(CC)CC.CCN(CC)CC.CCN(CC)CC.CCN(CC)CC.CCN(CC)CC.CCN(CC)CC.CCN(CC)CC.CCN(CC)CC.CCN(CC)CC.CCN(CC)CC. As for the spin multiplicity: 1. The LUMO energy comes out at 0.597 eV.

***

No. 5
This record from OMol25 describes C5H10O2 in the gas phase. The level of theory is the ωB97M-V functional and the def2-TZVPD basis.

Atoms and positions in Å:
O  -0.8439  -1.0915  2.5820
C  0.0293  -0.1874  1.9505
C  -0.4096  0.1343  0.5338
C  0.5234  1.0713  -0.2174
C  0.2434  0.6706  -1.6759
C  -0.0854  -0.8223  -1.5689
O  -0.3861  -1.0845  -0.1968
H  -0.8748  -1.8739  2.0162
H  1.0557  -0.5855  1.8939
H  0.0452  0.7242  2.5568
H  -1.4314  0.5453  0.5389
H  1.5651  0.8734  0.0625
H  0.3121  2.1276  -0.0268
H  1.0736  0.8711  -2.3554
H  -0.6265  1.2275  -2.0355
H  0.7500  -1.4663  -1.8596
H  -0.9416  -1.0990  -2.1900

The value obtained for the HOMO-LUMO gap is 10.75 eV. As for the net charge: 0. Its SMILES is OC[C@H]1CCCO1. As for the spin multiplicity: 1. The LUMO energy comes out at 1.014 eV.

***

| no. | maximum force (eV/Å) |
| --- | --- |
| 1 | 1.339 |
| 2 | 9.786 |
| 3 | 3.415 |
| 4 | 4.124 |
| 5 | 0.408 |